Entry 1:
ORCA calculation (wB97M-V/def2-TZVPD) on C21H32IrNO2S2 as an isolated structure.

Summary:
HOMO energy (spin up / spin down) ... -0.3308 / -0.4127 hartree
Spin multiplicity ... 6
Lowest unoccupied orbital energy (spin up / spin down) ... -0.0673 / -0.1747 Eh
Total charge ... +1
Relative energy (zero: lowest compared OMol25 entry of this formula, charge and spin) ... 0.0 kcal per mole

```
59
Properties=species:S:1:pos:R:3:mulliken_spin:R:1
Ir -0.71 -0.10 0.05 2.308
C -1.16 2.79 1.95 -0.012
C -1.25 2.27 0.54 0.087
C -0.10 2.27 -0.28 0.091
C 1.18 2.90 0.20 -0.007
C -0.17 1.70 -1.58 0.039
C 1.07 1.59 -2.43 -0.041
C -1.41 1.24 -2.08 0.123
C -1.53 0.77 -3.51 0.001
C -2.54 1.20 -1.24 0.047
C -3.82 0.56 -1.73 -0.006
C -2.47 1.74 0.06 0.013
C -3.69 1.78 0.94 0.020
H -1.42 3.85 1.99 -0.002
H -0.16 2.67 2.35 -0.001
H -1.84 2.25 2.61 0.002
H 1.79 2.18 0.75 0.000
H 0.98 3.75 0.84 0.000
H 1.78 3.26 -0.64 0.002
H 1.22 2.48 -3.03 0.000
H 1.01 0.74 -3.10 0.001
H 1.95 1.45 -1.80 0.005
H -1.41 -0.31 -3.57 0.007
H -0.79 1.25 -4.14 0.002
H -2.51 1.02 -3.91 0.002
H -4.46 1.29 -2.22 0.001
H -4.38 0.11 -0.91 0.003
H -3.61 -0.23 -2.45 -0.001
H -3.71 0.92 1.63 -0.005
H -4.61 1.76 0.36 0.001
H -3.71 2.68 1.54 0.001
O 1.57 -0.43 0.68 0.580
N 1.67 -0.90 1.89 0.511
C 3.01 -1.18 2.30 0.220
C 3.29 -2.35 2.89 -0.076
C 2.25 -3.28 3.19 0.453
C 0.92 -2.92 2.95 -0.078
C 0.59 -1.74 2.35 0.292
S -1.02 -1.15 2.09 0.318
H 3.72 -0.40 2.08 0.015
H 4.31 -2.57 3.17 -0.002
H 2.49 -4.23 3.66 0.029
H 0.11 -3.57 3.27 -0.001
C 1.97 -3.90 -3.86 0.003
C 0.74 -3.14 -3.38 0.008
S 1.06 -2.18 -1.89 0.011
O -0.33 -1.58 -1.60 0.051
C 1.30 -3.49 -0.68 -0.008
C 0.04 -4.29 -0.36 -0.005
H 1.77 -4.31 -4.85 0.001
H 2.21 -4.74 -3.21 0.000
H 2.84 -3.25 -3.94 0.000
H -0.12 -3.78 -3.18 0.000
H 0.44 -2.38 -4.10 0.001
H 1.69 -2.99 0.21 0.002
H 2.11 -4.11 -1.08 -0.007
H -0.74 -3.63 0.00 0.001
H 0.27 -5.01 0.42 0.001
H -0.33 -4.84 -1.23 0.000
```


Entry 2:
ORCA calculation (wB97M-V/def2-TZVPD) on an isolated ion of composition C21H32N3 and charge +1 in a non-equilibrium geometry.

Summary:
HOMO energy ... -0.3707 hartree
Lowest unoccupied orbital energy ... -0.0800 Eh
Total charge ... +1
Relative energy (zero: lowest compared OMol25 entry of this formula, charge and spin) ... 0.0 kcal per mole
SMILES string ... CN(C)c1ccc(C([NH2+]C(C)(C)C)c2ccc(N(C)C)cc2)cc1

```
56
Properties=species:S:1:pos:R:3:nbo_charge:R:1
C -5.67 -2.30 -0.04 -0.405
N -4.97 -1.54 0.98 -0.433
C -5.52 -1.63 2.32 -0.395
C -3.76 -0.94 0.74 0.213
C -3.43 0.25 1.42 -0.243
C -2.23 0.89 1.17 -0.198
C -1.28 0.27 0.36 -0.026
C 0.02 0.97 0.01 -0.130
C 1.29 0.33 0.54 -0.051
C 2.49 0.99 0.25 -0.235
C 3.70 0.36 0.44 -0.244
C 3.73 -0.90 1.10 0.216
N 4.93 -1.56 1.20 -0.443
C 5.30 -2.31 2.37 -0.402
C 5.83 -1.63 0.07 -0.393
C 2.53 -1.47 1.56 -0.255
C 1.31 -0.89 1.21 -0.197
C -1.56 -0.95 -0.28 -0.250
C -2.82 -1.51 -0.16 -0.259
H -5.62 -1.79 -1.01 0.207
H -5.27 -3.32 -0.15 0.185
H -6.71 -2.37 0.28 0.216
H -5.13 -0.80 2.93 0.207
H -6.61 -1.57 2.26 0.205
H -5.25 -2.59 2.80 0.192
H -4.16 0.71 2.09 0.228
H -2.03 1.88 1.59 0.220
H 0.01 1.98 0.42 0.232
H 2.48 2.02 -0.11 0.213
H 4.63 0.82 0.11 0.226
H 4.98 -1.78 3.28 0.210
H 4.85 -3.32 2.37 0.185
H 6.39 -2.41 2.38 0.213
H 5.65 -0.80 -0.63 0.203
H 6.86 -1.59 0.43 0.204
H 5.69 -2.57 -0.49 0.188
H 2.55 -2.42 2.10 0.230
H 0.36 -1.38 1.46 0.232
H -0.79 -1.45 -0.88 0.214
H -3.08 -2.42 -0.71 0.231
C -0.08 2.04 -3.63 -0.640
C 0.01 2.38 -2.14 0.155
C 1.25 3.20 -1.82 -0.644
C -1.22 3.08 -1.58 -0.640
N 0.12 1.03 -1.41 -0.538
H -1.03 1.53 -3.86 0.226
H -0.04 2.95 -4.25 0.254
H 0.76 1.40 -3.95 0.223
H 1.24 3.56 -0.78 0.224
H 2.18 2.64 -2.00 0.224
H 1.31 4.09 -2.47 0.251
H -1.12 3.25 -0.50 0.223
H -1.33 4.06 -2.05 0.248
H -2.13 2.49 -1.75 0.230
H 0.96 0.55 -1.73 0.443
H -0.60 0.45 -1.84 0.448
```